The following is a quantum chemistry calculation of an isolated molecule of C19H24N4O4 in a non-equilibrium geometry, from OMol25.

## Properties
Structure (SMILES): O=C(CCc1nnc(CCCc2ccccc2)o1)NCCN1CCOC1=O
Molecular weight: 372.425 g mol⁻¹
Relative energy (zero: lowest compared OMol25 entry of this formula, charge and spin): 36.8 kcal per mole

Geometry as XYZ:
```
51
Properties=species:S:1:pos:R:3:forces:R:3
O -5.369 -0.277 -2.014 -0.13 0.14 -0.47
O -0.537 -2.193 -0.059 0.14 -0.06 -0.15
O -0.137 1.286 0.398 0.23 -0.12 -0.34
O -1.180 0.670 -1.500 0.21 -0.22 -0.33
N -2.213 1.976 0.069 0.13 0.09 0.31
N -4.432 0.070 0.014 0.08 0.27 0.25
N -2.174 -1.238 1.016 -0.64 -0.41 -0.83
N -1.068 -1.167 1.796 1.12 -0.14 0.63
C -0.490 1.951 1.602 0.02 0.10 0.52
C -3.446 2.232 -0.626 -0.31 -0.19 -0.09
C 4.709 0.962 0.210 0.01 -0.04 -0.01
C -4.641 1.496 0.001 0.07 0.17 -0.29
C -0.111 -1.731 1.138 -0.28 0.16 0.68
C -1.191 1.257 -0.451 -0.27 0.15 -0.10
C 6.099 1.021 -1.743 0.06 0.05 -0.08
C 4.547 -0.411 0.075 0.09 -0.07 0.13
C 3.677 -1.172 1.034 -0.22 0.07 -0.24
C -4.719 -0.679 -1.072 -0.03 -0.47 0.41
C -1.836 -1.840 -0.080 -0.34 0.18 0.33
C 1.301 -1.875 1.548 0.07 0.04 -0.46
C 5.941 -0.347 -1.889 0.04 -0.02 -0.10
C -1.891 2.534 1.358 -0.04 0.15 0.06
C 2.216 -1.116 0.580 0.15 -0.13 0.30
C 5.169 -1.056 -0.986 -0.01 0.00 0.03
C 5.480 1.674 -0.691 0.00 0.11 -0.01
C -4.177 -2.103 -0.993 0.02 0.10 -0.19
C -2.668 -2.145 -1.265 0.10 -0.09 -0.19
H 1.890 -0.077 0.516 0.01 -0.04 -0.08
H 3.759 -0.739 2.034 0.03 -0.05 0.05
H -2.405 -1.419 -2.042 0.02 -0.11 0.00
H 4.229 1.475 1.032 -0.05 0.06 0.10
H 4.002 -2.214 1.086 0.04 -0.01 0.08
H -3.308 1.874 -1.650 -0.06 0.11 0.07
H -3.638 3.310 -0.640 0.01 -0.02 -0.05
H 5.049 -2.124 -1.104 -0.01 -0.12 0.00
H -3.738 -0.299 0.662 -0.15 0.01 -0.04
H 5.600 2.741 -0.572 0.01 0.08 0.01
H -5.526 1.697 -0.608 0.04 0.08 0.17
H -2.602 2.208 2.122 0.05 0.07 0.01
H 6.421 -0.862 -2.708 0.04 -0.04 -0.06
H 1.569 -2.935 1.553 0.03 0.00 0.10
H -4.689 -2.687 -1.758 0.00 0.09 0.09
H -1.890 3.630 1.317 -0.02 -0.09 0.07
H -2.374 -3.133 -1.628 -0.03 0.05 0.00
H 0.265 2.714 1.803 -0.13 -0.06 -0.01
H -0.491 1.207 2.405 -0.02 0.16 -0.12
H -4.815 1.840 1.023 -0.06 0.02 -0.05
H 1.398 -1.481 2.560 -0.07 -0.06 -0.01
H 6.702 1.575 -2.447 0.05 0.04 -0.05
H 2.127 -1.551 -0.418 -0.01 0.07 -0.04
H -4.395 -2.527 -0.012 -0.03 -0.05 -0.01
```
Forces are in eV/Å.



The following is a quantum chemistry calculation of a structure of composition C6H11NO in a non-equilibrium geometry, from OMol25.

## Properties
Molecular weight: 113.160 g mol⁻¹
Relative energy (zero: lowest compared OMol25 entry of this formula, charge and spin): 175.0 kcal per mole

Geometry as XYZ:
```
19
Properties=species:S:1:pos:R:3:forces:R:3
O 1.737 -0.874 -0.946 2.24 -2.79 2.47
N -1.041 -0.126 -1.430 -1.12 0.44 0.60
C -0.423 1.033 -0.768 -1.14 -0.76 0.46
C -0.890 -0.210 1.061 -0.84 0.29 2.33
C 0.770 1.682 -0.118 -2.36 1.20 -0.79
C 1.337 -0.630 0.488 4.90 -1.14 -0.29
C -1.789 -0.743 -0.135 0.73 3.55 -2.66
C 0.359 0.375 0.444 -3.75 1.92 2.10
H -0.388 -0.809 -1.788 0.38 0.19 0.24
H -0.600 -1.077 1.787 -1.12 1.79 -0.88
H -1.298 0.689 1.574 -0.76 -1.20 0.19
H -2.852 -0.350 -0.299 1.49 -0.48 1.08
H -1.768 -1.749 -0.380 -0.09 -2.24 0.34
H 0.927 -1.581 1.119 1.75 1.99 -1.98
H 2.489 -1.576 -0.852 -1.93 1.89 -0.65
H 0.724 2.765 -0.008 -1.01 -0.08 1.28
H -1.353 1.602 -0.340 1.79 -0.94 -0.66
H 1.690 1.603 -0.504 3.50 -1.18 -1.60
H 2.368 -0.024 1.093 -2.66 -2.45 -1.56
```
Forces are in eV/Å.



The following is a quantum chemistry calculation of an isolated molecule of C4H5FO2 in a non-equilibrium geometry, from OMol25.

## Properties
Structure (SMILES): C[C@@H]1OC(=O)[C@H]1F
Molecular weight: 104.080 g mol⁻¹
Relative energy (zero: lowest compared OMol25 entry of this formula, charge and spin): 48.9 kcal per mole

Geometry as XYZ:
```
12
Properties=species:S:1:pos:R:3:forces:R:3
F -0.666 -0.149 -2.387 0.57 -0.89 0.56
O 0.893 -1.081 0.379 -0.07 -0.62 0.29
O 2.280 -0.936 -1.464 0.65 -0.45 0.27
C -0.572 0.679 1.345 -1.09 -4.27 0.65
C -0.463 -0.525 0.384 5.06 5.93 -3.32
C 1.293 -0.707 -0.862 -1.24 0.72 -0.65
C 0.063 0.132 -1.241 -2.27 0.09 1.46
H -0.512 0.150 2.341 -0.92 0.97 -0.48
H 0.270 1.282 1.383 1.35 1.52 -0.72
H -1.528 1.090 1.039 -0.03 0.70 0.82
H -1.214 -1.184 0.465 -2.41 -2.61 -0.09
H 0.158 1.248 -1.382 0.41 -1.08 1.23
```
Forces are in eV/Å.